Below is a structure of composition CH3IO, with properties calculated with ωB97M-V with the def2-TZVPD basis set.

```
6
Properties=species:S:1:pos:R:3:forces:R:3:mulliken_charge:R:1
I -0.261504 -1.123949 1.462591 -0.22 0.41 2.04 -0.03
O -0.913036 0.734726 -1.319970 -3.75 2.02 -0.11 -0.37
C 0.114994 0.340920 -0.954605 2.58 -3.70 -4.15 -0.40
H 0.908628 0.793529 -0.498878 1.67 2.04 2.34 0.41
H -0.400098 -0.193489 2.887478 0.16 -0.90 -1.39 0.12
H 0.551016 -0.551737 -1.576615 -0.44 0.14 1.27 0.27
```
Forces are in eV/Å.

- gap between HOMO and LUMO (eV) = 9.79
- LUMO (eV) = 0.023
- HOMO energy (hartree) = -0.3588
- charge = 0


Below is a structure of composition C50H42GeMnN2P2S2, with properties calculated with ωB97M-V with the def2-TZVPD basis set.

```
100
Properties=species:S:1:pos:R:3:forces:R:3:mulliken_charge:R:1
Ge -1.255194 -0.161022 -2.570687 -0.02 1.08 -0.21 1.69
Mn -0.896526 0.188318 0.491922 -0.77 0.62 -0.31 -0.84
S -1.711301 2.291491 1.040214 -0.47 0.18 0.64 -0.33
S -3.009099 -0.593481 0.556613 -0.72 -0.39 0.11 -0.45
P 2.782983 -0.170908 1.052220 -0.82 -1.89 -0.94 1.55
P -0.060397 -0.481903 2.534312 1.58 -1.26 -0.99 1.63
N -4.706464 3.509220 3.071362 0.81 -0.93 -0.95 -0.67
N -6.457914 0.500076 0.161691 0.87 0.36 0.19 -0.69
C -3.690987 -3.551382 -3.306064 0.83 1.03 1.52 -1.02
C 3.183156 1.479133 -2.608015 0.75 1.76 0.23 -1.29
C 6.887353 -0.248305 0.722669 -0.12 0.77 0.84 -0.82
C 2.591419 0.562223 -3.462602 -1.63 -0.92 -0.02 -0.55
C -2.184844 0.491028 5.800617 0.36 0.71 -0.52 -0.73
C 2.471459 1.603211 4.992783 0.06 -0.95 1.39 -0.68
C -0.289267 -0.917604 -6.695794 0.13 1.02 -0.65 -0.81
C -2.685000 1.178541 -2.532407 -1.93 -0.06 -0.09 0.70
C -0.045057 1.453308 -6.289047 0.16 -0.09 -1.51 -0.96
C 6.209671 0.319250 3.004670 1.52 -0.62 1.05 -1.00
C -4.065967 0.833271 -2.407625 1.59 1.78 -0.71 -0.81
C 5.533075 -0.321303 0.388685 0.01 0.52 0.62 -0.20
C -2.753903 -0.731316 6.063524 -1.70 -1.18 1.12 -0.57
C 7.232349 0.092376 2.045392 -0.43 -0.23 -0.05 -0.49
C -0.039176 0.376003 -7.192051 -0.07 -0.92 0.91 -0.47
C -5.069665 1.798113 -2.522639 -0.66 -1.83 -0.07 -0.46
C -3.435387 3.512271 -2.836299 0.01 -0.51 -0.36 -0.88
C -2.432518 2.523738 -2.765918 0.60 1.46 0.46 -0.06
C 0.778549 -2.150166 2.957278 -1.36 0.10 0.30 -1.45
C 1.160988 0.669668 3.173540 0.44 0.75 1.40 0.96
C -2.868067 -1.751741 5.110023 0.89 0.72 -0.02 -0.76
C -0.817391 -0.029472 -4.528190 0.91 0.48 0.97 0.28
C -0.416613 1.228285 -4.991980 -0.11 0.77 1.03 -0.49
C -1.636478 -2.950926 -1.588370 1.86 -0.69 1.81 0.15
C 0.146911 0.423594 -1.229554 0.07 -1.16 -0.33 -0.30
C 2.572823 0.107513 -0.677575 1.02 1.91 -1.30 -0.55
C -1.503804 0.663004 4.579483 0.11 1.25 1.26 0.04
C 2.496698 -2.026946 1.166175 1.15 0.07 -0.12 -0.40
C 1.799933 -0.454281 -2.920105 1.10 -0.33 -1.56 -0.61
C -4.006787 0.776863 0.955723 1.35 2.00 0.08 0.42
C -2.061444 -1.606899 3.970448 -1.70 -1.56 0.31 -0.16
C -3.325654 -4.488719 -2.326738 0.07 0.03 0.13 -0.54
C -5.370070 0.695617 0.517175 -0.79 -0.53 0.88 -0.01
C 1.424888 1.853895 2.488796 -2.12 0.95 -0.84 0.03
C 3.303341 1.205015 -1.268659 -0.51 -1.63 2.38 -0.83
C 2.043143 2.916749 3.062343 1.42 -0.14 0.49 -0.96
C 2.248453 -2.446271 2.610242 0.01 -0.79 1.77 -0.38
C -4.775339 3.107940 -2.793274 -0.26 1.31 0.60 -0.52
C 1.720578 0.564146 4.430890 -0.28 0.54 -0.14 -1.09
C -1.370032 -0.444675 3.758787 0.98 0.75 -0.03 0.52
C -4.126661 2.836565 2.314688 -0.70 1.10 0.17 -0.04
C 4.876244 0.053771 2.746676 0.04 -0.02 -1.48 -0.29
C -0.663036 -1.113407 -5.362965 -0.41 -0.55 -0.60 -0.10
C 1.386828 -0.461181 -1.458890 1.91 0.67 -0.59 1.02
C 2.736747 2.723734 4.290406 -1.27 1.57 -1.03 -0.82
C 4.525168 -0.166360 1.363427 1.68 0.00 1.06 0.58
C -2.291537 -4.163919 -1.476889 0.41 -0.40 0.05 -0.54
C -3.057456 -2.289255 -3.327884 -0.28 0.07 0.37 -0.39
C -3.396116 1.988821 1.416394 -0.89 -2.17 -0.73 0.62
C -2.008741 -1.957216 -2.431592 -0.98 0.14 -1.56 0.01
H -3.801588 -5.453529 -2.119184 -0.21 0.46 -0.64 0.34
H 1.217785 -1.481385 -1.161324 -0.27 -0.49 0.12 -0.08
H 4.112448 -0.006879 3.553426 0.64 0.56 -0.84 0.19
H -4.293698 -0.182797 -2.323384 -0.63 -1.33 0.54 0.66
H 1.508656 -0.259545 5.055647 -0.35 -0.96 0.55 0.47
H 2.724347 0.802369 -4.518552 -0.26 -0.83 0.04 0.35
H -1.945987 -4.864806 -0.715006 -0.18 0.10 -0.22 0.37
H 6.562754 0.614687 4.031106 -0.59 -0.45 -1.02 0.32
H 3.617803 2.429897 -2.963333 -0.06 -0.75 -0.11 0.34
H -3.440379 -1.466041 -3.954645 0.13 -0.77 -0.01 0.49
H -4.592009 -3.674821 -3.831197 -0.83 -0.32 -1.05 0.38
H -6.121225 1.451953 -2.412817 0.87 0.43 -0.10 0.34
H 7.629734 -0.280788 -0.079418 -0.11 -0.33 0.43 0.38
H -1.004875 1.660893 4.374372 -0.64 -1.52 0.05 0.37
H 0.904802 2.046292 1.531321 0.44 -0.35 0.52 0.04
H 1.982269 3.868912 2.554990 0.44 0.09 0.01 0.51
H 0.485934 1.441398 -1.405856 -0.38 0.34 -0.35 1.34
H -0.170637 -1.685260 -7.455695 -0.23 -0.43 0.52 0.38
H 5.288543 -0.396836 -0.663224 -0.29 -0.21 0.09 0.33
H 2.963083 -2.088497 3.481115 -1.13 -0.29 -2.13 0.04
H 2.686056 1.575733 6.077391 0.37 -0.27 -0.79 0.31
H -3.135119 4.565819 -2.948522 -0.29 -0.59 -0.01 0.37
H -5.647536 3.795039 -2.825179 0.97 -0.17 -0.14 0.29
H 4.046396 1.746188 -0.630920 -0.86 -0.31 -0.64 0.43
H 0.498584 -2.311615 4.029861 0.50 -0.14 -0.80 0.70
H 0.237723 2.454449 -6.626363 -0.12 -0.29 0.14 0.37
H 0.192470 -2.868688 2.339601 0.11 0.35 0.57 0.50
H 8.285132 0.096271 2.385727 -0.71 0.36 -0.39 0.33
H -0.363046 2.087481 -4.290426 -0.15 -0.76 -0.58 0.18
H 1.605997 -2.229017 0.590145 -0.50 -0.10 0.00 -0.26
H -2.031343 -2.423131 3.232411 0.06 0.47 0.31 0.29
H -3.237122 -0.948485 7.045804 0.31 0.57 -0.81 0.30
H -0.746571 -2.844092 -0.928989 -0.70 0.28 -0.29 -0.14
H -3.542066 -2.592296 5.316665 0.64 0.18 -0.28 0.42
H -0.908188 -2.106664 -4.979590 0.18 0.14 -0.25 0.37
H 2.263626 -3.572092 2.686944 0.42 0.96 -0.10 0.44
H 1.522682 -1.330656 -3.569491 -0.05 1.16 0.68 0.42
H -1.397332 2.916839 -2.814604 -0.63 -0.44 0.11 0.18
H 3.291810 -2.612338 0.645522 -0.23 0.53 0.55 0.55
H -2.291830 1.309529 6.531120 0.26 -0.47 -0.49 0.40
H 3.240490 3.554336 4.744252 0.26 0.26 0.18 0.41
H 0.172587 0.414123 -8.257054 0.15 0.57 0.20 0.37
```
Forces are in eV/Å.

- multiplicity = 5
- gap between HOMO and LUMO (spin up / spin down) (eV) = 6.38 / 5.85
- LUMO (spin up / spin down) (eV) = 2.279 / 1.501
- HOMO energy (spin up / spin down) (hartree) = -0.1506 / -0.1600
- charge = -1


What is the formula in the second record? C50H42GeMnN2P2S2


Which of these has the highest charge? CH3IO


charge of number 1 (CH3IO)? 0